Computed, not measured: a structure of composition C17H14I3Mn, with wB97M-V/def2-TZVPD.

Each line ends with the Löwdin spin population.
CARTESIAN COORDINATES (ANGSTROEM)
Mn: -0.845 -0.443 0.596  2.268
C: -1.673 -1.621 3.992  -0.004
C: -1.347 -1.884 2.550  -0.019
C: -0.009 -2.010 2.123  -0.010
C: 0.311 -2.428 0.815  -0.007
C: -0.714 -2.637 -0.124  -0.012
C: -2.047 -2.464 0.274  -0.022
C: -2.359 -2.063 1.581  0.007
H: -0.997 -2.189 4.632  -0.001
H: -2.696 -1.916 4.218  0.000
H: -1.560 -0.575 4.278  -0.002
H: 0.786 -1.842 2.840  0.000
H: 1.347 -2.553 0.528  0.000
H: -0.481 -2.944 -1.135  -0.001
H: -2.843 -2.626 -0.442  0.000
H: -3.396 -1.930 1.868  0.001
I: -2.317 0.545 -1.372  -0.009
C: -0.586 1.328 -2.230  0.154
C: -0.670 1.973 -3.462  0.033
C: 0.481 2.525 -3.999  0.081
C: 1.691 2.441 -3.296  0.159
C: 1.764 1.790 -2.050  0.001
C: 2.977 1.726 -1.347  0.183
C: 3.040 1.082 -0.102  0.080
C: 1.908 0.492 0.428  0.050
C: 0.680 0.497 -0.261  0.076
C: 0.600 1.187 -1.495  -0.004
H: -1.608 2.048 -3.996  -0.001
H: 0.443 3.024 -4.959  0.002
H: 2.587 2.880 -3.718  0.004
H: 3.863 2.191 -1.764  0.005
H: 3.976 1.045 0.441  0.001
H: 1.995 0.018 1.398  0.000
I: -1.233 1.544 2.292  -0.003
I: -1.070 3.792 0.899  -0.009

## Properties
Spin multiplicity ... 4
Energy relative to the best compared isomer or geometry (same formula, charge and spin) ... 0.0 kcal/mol
Charge ... +3
⟨S²⟩ ... 3.887
E ... -2699.153286 a.u.